(1)
ORCA calculation (ωB97M-V/def2-TZVPD) on a molecular structure, C19H17GaN7OS3Se.

Atoms and positions in Å:
H: -2.14 -4.59 -1.72
C: -2.01 -2.19 0.65
H: 1.85 -3.17 -1.48
N: -2.43 -1.66 1.80
H: -3.19 -4.01 0.46
H: -4.64 5.81 3.51
C: -2.44 -3.38 0.01
C: -0.88 -2.83 -1.77
H: 5.72 -2.98 1.64
H: 3.33 -5.13 -1.19
C: 4.61 -4.17 0.25
N: -0.45 -1.73 -1.21
H: -5.95 3.96 4.63
C: -4.41 4.76 3.40
N: -3.63 2.16 2.96
S: -1.62 2.93 1.35
N: 2.77 2.34 -3.93
C: -0.35 1.42 -2.14
H: 3.68 1.93 -4.08
C: 2.77 0.16 0.64
H: 5.25 -5.04 0.35
C: -1.00 -1.44 0.00
C: 3.52 -4.23 -0.63
H: -1.13 1.92 -1.57
C: 4.88 -3.03 0.97
C: 0.59 2.41 -2.81
C: -2.94 3.17 2.36
C: 2.95 -1.98 -0.07
C: 2.69 -3.14 -0.80
S: 4.16 -0.35 1.54
C: -5.11 3.76 3.99
O: 2.23 0.69 -2.51
S: 2.06 1.71 0.62
N: 2.25 -0.78 -0.12
C: 4.04 -1.93 0.80
C: -4.65 2.45 3.72
H: -2.83 5.19 2.15
H: 0.21 2.82 -3.75
Ga: 0.79 0.32 -0.98
H: -5.17 1.61 4.16
C: 1.93 1.75 -3.09
H: 2.54 3.20 -4.39
H: -0.46 -3.08 -2.74
C: -1.86 -3.69 -1.19
N: -0.61 -0.32 0.59
N: -3.36 4.46 2.61
H: 0.80 3.26 -2.15
H: -0.82 0.79 -2.89
Se: -1.58 -0.15 2.06

Properties
Lowest unoccupied orbital energy = -3.825 eV
Total charge = +1

(2)
ORCA calculation (ωB97M-V/def2-TZVPD) on 2 unconnected molecules or ions with the total composition C4H9NO2.

Atoms and positions in Å:
H: 1.33 1.77 -0.64
H: 0.35 0.99 1.65
N: -0.55 0.63 -0.83
O: -0.74 1.91 -0.20
H: 0.01 -0.70 2.28
H: -1.45 2.29 -0.74
H: -0.89 -2.44 0.55
H: 2.60 0.52 -0.26
C: 0.15 -0.05 1.42
C: 1.66 0.75 -0.78
O: 1.00 -0.64 0.41
C: -1.23 -1.64 -0.11
H: -2.30 -1.47 0.04
C: -0.48 -0.36 0.14
H: 1.64 0.39 -1.80
H: -1.08 -1.94 -1.15

Properties
Lowest unoccupied orbital energy (alpha / beta) = 0.601 / 0.601 eV

(3)
ORCA calculation (ωB97M-V/def2-TZVPD) on C5H7NO3 in the gas phase.

Atoms and positions in Å:
C: -1.11 1.24 -0.46
C: -1.39 -0.30 -0.30
O: 0.29 1.45 -0.16
O: 2.94 -0.86 -0.38
H: -1.40 1.42 -1.53
H: -2.01 -0.67 -1.02
H: 0.36 -1.89 -0.20
C: 2.31 0.19 0.11
N: -2.17 -0.46 0.86
H: -1.60 -0.14 1.82
H: 3.78 -0.80 -0.32
H: -1.69 1.89 0.12
H: -2.15 -1.43 1.05
C: 0.06 -0.75 -0.28
O: 2.92 0.94 0.84
C: 0.89 0.16 -0.15

Properties
Lowest unoccupied orbital energy = 0.563 eV
SMILES = N[C@@H]1C=C(C(=O)O)OC1